Entry 1:
C37H53CeN2S3Si as an isolated structure at a distorted geometry. Source: the Open Molecules 2025 dataset; level of theory: ωB97M-V/def2-TZVPD.

Geometry (Å):
Ce  1.24036  -0.51864  1.13787
C  -3.55436  1.86222  -0.26981
C  -2.13077  2.35705  -0.22232
C  -1.25760  2.09119  -1.27457
C  0.07233  2.47767  -1.21443
C  0.56303  3.10914  -0.07693
C  -0.30178  3.40171  0.96990
C  -1.64327  3.04947  0.88224
H  -4.03919  2.13751  -1.20870
H  -4.14619  2.26636  0.55249
H  -3.57463  0.77078  -0.18948
H  -1.62473  1.55705  -2.14763
H  0.73290  2.27501  -2.05106
H  1.61032  3.38316  -0.00596
H  0.06934  3.90628  1.85506
H  -2.31344  3.29882  1.69596
S  2.65573  -5.12716  1.97995
C  2.35055  -3.50781  1.87813
S  3.25078  -2.46582  0.80003
S  1.14829  -2.72925  2.88008
C  -2.63204  1.26890  3.60569
C  -1.72088  0.11541  3.18273
C  -0.95170  -0.39311  4.40407
C  -2.53755  -0.97794  2.50889
C  -3.61955  -1.50067  3.20463
C  -4.47214  -2.42820  2.63066
C  -4.28606  -2.75565  1.30101
C  -3.22301  -2.24872  0.55864
C  -3.25771  -2.46753  -0.95644
C  -3.08416  -3.93592  -1.35245
C  -4.55831  -1.91460  -1.55364
C  -2.25926  -1.44936  1.21021
N  -1.06378  -1.05192  0.58697
C  -0.50803  -1.91882  -0.29048
C  0.49650  -1.60185  -1.20295
N  1.11760  -0.41586  -1.30244
C  1.72277  -0.11031  -2.52660
C  1.09884  -0.42916  -3.74606
C  1.78842  -0.20375  -4.93539
C  3.03429  0.39407  -4.95230
C  3.57986  0.82124  -3.75091
C  2.93793  0.59658  -2.53951
C  3.59124  1.11996  -1.27137
C  3.92636  2.60869  -1.39022
C  4.83991  0.30977  -0.91014
C  -0.35365  -0.89679  -3.84087
C  -1.18268  0.07580  -4.68899
C  -0.48856  -2.32228  -4.38003
H  -2.03632  2.10287  3.98593
H  -3.30609  0.94804  4.40310
H  -3.24385  1.61972  2.77407
H  -1.01337  0.53593  2.46065
H  -1.65256  -0.75373  5.16188
H  -0.36135  0.41129  4.84228
H  -0.28525  -1.21711  4.16164
H  -3.80113  -1.17285  4.22272
H  -5.29275  -2.84873  3.19593
H  -5.00266  -3.40564  0.81219
H  -2.45183  -1.89460  -1.41049
H  -3.91709  -4.53412  -0.96991
H  -2.16437  -4.36752  -0.95213
H  -3.06603  -4.04149  -2.44126
H  -5.42413  -2.50446  -1.24027
H  -4.51361  -1.94219  -2.64620
H  -4.72767  -0.88150  -1.24168
H  -0.78355  -2.96349  -0.22589
H  0.86564  -2.41394  -1.82372
H  1.32067  -0.47978  -5.87361
H  3.55787  0.55637  -5.88519
H  4.53426  1.33616  -3.75378
H  2.89041  1.02580  -0.43982
H  4.76548  2.76321  -2.07355
H  4.21187  3.01211  -0.41772
H  3.07806  3.18361  -1.77059
H  5.53153  0.29299  -1.75608
H  4.59351  -0.72217  -0.65798
H  5.35301  0.75690  -0.05363
H  -0.78709  -0.87578  -2.84251
H  -0.86327  0.07088  -5.73394
H  -1.08772  1.09937  -4.31844
H  -2.23922  -0.20450  -4.66076
H  -0.05546  -2.39879  -5.38137
H  -1.54140  -2.61224  -4.44458
H  0.02519  -3.04506  -3.74276
C  3.79581  2.80590  2.38246
Si  2.66631  1.41089  3.02751
C  1.84798  2.32057  4.48889
C  3.90298  0.25789  3.89451
H  4.38788  3.19921  3.21475
H  3.21779  3.63601  1.95309
H  4.49352  2.45432  1.61158
H  2.63115  2.77553  5.10528
H  1.26159  1.65752  5.13359
H  1.17989  3.12225  4.14392
H  4.53282  0.81939  4.59162
H  4.54927  -0.24830  3.16933
H  3.38097  -0.52946  4.44744

Computed properties:
DFT total energy: -95525.3033 eV
Frontier orbital gap (alpha / beta): 6.25 / 6.29 eV
Charge: -1
Lowest unoccupied orbital energy (alpha / beta): 0.0647 / 0.0658 hartree

Entry 2:
C27H31N3O2SScSi as an isolated structure. Source: the Open Molecules 2025 dataset; level of theory: ωB97M-V/def2-TZVPD.

Geometry (Å):
Sc  -0.22410  -0.12302  0.33969
C  5.16088  -0.72433  2.42344
Si  4.26679  0.01062  3.88713
C  4.50148  -1.11364  5.36641
C  4.92852  1.71906  4.26247
C  2.38319  0.18665  3.65610
C  1.64106  0.42980  4.80929
C  0.25563  0.57403  4.80090
C  -0.38847  0.46596  3.59225
N  0.29603  0.25784  2.46231
C  1.63920  0.12337  2.46856
S  2.28378  -0.13429  0.84786
H  6.20038  -0.88444  2.72460
H  5.15432  -0.06783  1.55484
H  4.74519  -1.68603  2.12099
H  5.56742  -1.23900  5.56892
H  4.08200  -2.10458  5.18058
H  4.04415  -0.72464  6.27756
H  5.99900  1.67708  4.47438
H  4.43717  2.16564  5.12939
H  4.78307  2.39188  3.41476
H  2.15377  0.50619  5.76232
H  -0.29797  0.75502  5.71035
H  -1.46466  0.53994  3.49593
O  -1.80721  -1.13256  0.70116
C  -3.10758  -1.05801  0.42174
C  -3.89731  -2.20738  0.49436
C  -5.24230  -2.15439  0.19026
C  -5.83397  -0.95535  -0.19652
C  -5.06606  0.18733  -0.26002
C  -3.70207  0.16589  0.05519
C  -2.92581  1.40323  0.01798
N  -1.59810  1.54438  0.02708
C  -1.32884  2.90158  -0.02483
C  -2.49492  3.58403  -0.05592
N  -3.48566  2.62930  -0.03390
H  -3.42118  -3.13164  0.79234
H  -5.83769  -3.05604  0.24744
H  -6.88313  -0.91761  -0.45276
H  -5.53705  1.10590  -0.58932
H  -0.32225  3.28331  -0.03192
H  -2.71091  4.63612  -0.09143
H  -4.47452  2.81003  -0.01432
C  4.82303  -5.25986  -2.36088
C  3.82647  -4.14150  -2.39715
C  2.71989  -4.14220  -1.55453
C  1.80193  -3.10738  -1.54692
C  0.63549  -3.21451  -0.60875
C  2.00397  -2.02738  -2.44252
C  1.13729  -0.88764  -2.49178
O  0.27388  -0.57159  -1.65564
C  3.10274  -2.03500  -3.34309
C  3.34940  -0.92764  -4.33478
C  3.99728  -3.08387  -3.28767
H  4.50837  -6.05666  -1.69038
H  5.79238  -4.88972  -2.02257
H  4.96665  -5.68033  -3.35686
H  2.57006  -4.98062  -0.88532
H  0.51202  -4.24730  -0.28762
H  -0.30168  -2.87793  -1.04822
H  0.83586  -2.63281  0.29773
H  1.23557  -0.22436  -3.35516
H  3.52065  0.03222  -3.84607
H  2.51625  -0.80772  -5.02904
H  4.23324  -1.15594  -4.92584
H  4.84996  -3.08807  -3.95600

Computed properties:
DFT total energy: -76482.3871 eV
Frontier orbital gap: 7.15 eV
Charge: +1
Lowest unoccupied orbital energy: -0.1256 hartree

Entry 3:
C43H54BrN3P2Ti as an isolated structure at a distorted geometry. Source: the Open Molecules 2025 dataset; level of theory: ωB97M-V/def2-TZVPD.

Geometry (Å):
Ti  -0.49993  -0.34779  0.66733
C  -4.83255  -0.89282  -2.42772
C  -3.98651  -0.81688  -1.15898
C  -4.06706  -2.12542  -0.35838
P  -2.19506  -0.34671  -1.35880
C  -1.53381  -0.74964  -3.07320
C  -1.96251  -2.13135  -3.59435
C  -1.81874  0.32889  -4.11785
C  -2.17762  1.46993  -1.36618
C  -3.23836  2.33089  -1.60342
C  -3.08183  3.70401  -1.45653
C  -4.20181  4.65879  -1.75226
C  -1.84164  4.17970  -1.02412
C  -0.77861  3.33133  -0.77987
C  -0.92364  1.95467  -0.97464
N  0.08854  0.98408  -0.73641
C  1.41795  1.33278  -1.04882
C  1.73954  2.31553  -1.99508
C  3.05351  2.66064  -2.25048
C  4.11532  2.04005  -1.59791
C  5.53806  2.44606  -1.86671
C  3.80844  0.99504  -0.73752
C  2.49119  0.63277  -0.46500
P  2.02371  -0.92194  0.34684
C  2.75739  -2.08731  -0.92323
C  2.75812  -3.54678  -0.47079
C  2.14972  -1.92477  -2.31849
C  3.05385  -1.34028  1.85207
C  4.56150  -1.44190  1.62970
C  2.77386  -0.43801  3.05627
H  -5.88286  -0.96310  -2.14160
H  -4.71762  -0.01391  -3.06148
H  -4.59507  -1.77951  -3.01149
H  -4.38168  -0.01278  -0.53135
H  -3.66423  -2.96269  -0.93203
H  -3.52215  -2.04880  0.58569
H  -5.10758  -2.35616  -0.12596
H  -0.45226  -0.75111  -2.89869
H  -2.86066  -2.04386  -4.20207
H  -1.18015  -2.54121  -4.23439
H  -2.16400  -2.85335  -2.80104
H  -2.88821  0.46212  -4.28180
H  -1.38593  1.28918  -3.84525
H  -1.37307  0.01476  -5.06344
H  -4.20466  1.93854  -1.89964
H  -5.15421  4.13927  -1.83986
H  -4.28338  5.41810  -0.97466
H  -4.01629  5.18139  -2.69268
H  -1.71101  5.24585  -0.87766
H  0.16443  3.73754  -0.43878
H  0.94759  2.79907  -2.54860
H  3.26199  3.42596  -2.98843
H  5.57397  3.37018  -2.43947
H  6.08807  2.59175  -0.93680
H  6.05970  1.67679  -2.43935
H  4.62117  0.43779  -0.28850
H  3.78832  -1.72903  -0.97580
H  1.74615  -3.91502  -0.30870
H  3.21736  -4.16436  -1.24422
H  3.33218  -3.69544  0.44314
H  1.21273  -2.47387  -2.41186
H  1.98085  -0.87804  -2.57559
H  2.83827  -2.33600  -3.05729
H  2.66889  -2.33899  2.08995
H  5.00597  -0.45959  1.47529
H  5.00925  -1.85794  2.53327
H  4.83558  -2.09418  0.80158
H  1.71178  -0.26693  3.20334
H  3.28730  0.52008  2.95416
H  3.15871  -0.91909  3.95639
C  -0.86354  -4.45081  -0.79980
C  -1.05201  -5.18834  0.36609
C  -1.00537  -4.53954  1.58214
C  -0.78598  -3.16103  1.63347
N  -0.63036  -2.45374  0.49693
C  -0.65447  -3.09904  -0.68089
C  -0.75724  -2.37074  2.86410
C  -0.79225  -2.99078  4.11507
C  -0.85651  -2.23314  5.26620
C  -0.89046  -0.85062  5.16194
C  -0.80503  -0.24382  3.91800
C  -0.72345  -0.96285  2.71867
H  -0.87935  -4.91590  -1.77541
H  -1.23564  -6.25347  0.32063
H  -1.16143  -5.09371  2.49470
H  -0.49494  -2.48709  -1.55725
H  -0.76063  -4.06879  4.20209
H  -0.88316  -2.71206  6.23564
H  -0.97005  -0.24022  6.05204
H  -0.78822  0.83799  3.93125
C  2.28701  3.97739  2.92473
C  0.95302  3.37488  2.60391
C  -0.25342  4.01105  2.88454
C  -1.44808  3.38098  2.58395
C  -1.38953  2.12599  2.01808
Br  -2.97523  1.12761  1.71452
N  -0.26014  1.49358  1.71669
C  0.88543  2.12187  2.01234
H  2.19604  5.02848  3.18879
H  2.96998  3.88660  2.07921
H  2.73939  3.45801  3.77201
H  -0.26497  4.99187  3.34289
H  -2.40223  3.84176  2.79633
H  1.79658  1.61066  1.74659

Computed properties:
DFT total energy: -161662.8077 eV
Frontier orbital gap: 6.18 eV
Charge: +2
Lowest unoccupied orbital energy: -0.2311 hartree

Entry 4:
One molecule with the formula C5H10N2O at a distorted geometry. Source: the Open Molecules 2025 dataset; level of theory: ωB97M-V/def2-TZVPD.

Geometry (Å):
N  0.41421  1.32612  1.27169
C  0.74714  0.41041  0.24290
C  0.02157  0.79623  -1.06198
N  -1.26559  -0.03233  -1.05485
C  -1.45989  -0.63953  0.34453
C  0.04291  -0.99683  0.36165
O  0.30795  -1.67922  -0.89936
C  1.60888  -0.87101  0.57164
H  0.84847  2.30516  0.94316
H  0.58308  1.03346  2.25847
H  -0.22254  1.94612  -0.87344
H  0.83503  0.53412  -1.89450
H  -2.18531  0.64053  -1.34544
H  -1.95636  -1.67340  0.29407
H  -2.03842  0.07937  0.96802
H  -0.40525  -1.18576  -1.57902
H  1.96288  -0.52511  1.57591
H  2.16124  -1.46836  -0.12345

Computed properties:
SMILES: N[C@]12CNC[C@]1(O)C2
DFT total energy: -10368.1543 eV
Frontier orbital gap: 8.60 eV
Charge: 0
Lowest unoccupied orbital energy: 0.0329 hartree

charge of number 3 (C43H54BrN3P2Ti)?
+2